[1]
# C14H50O12

12 unconnected molecules or ions with the total composition C14H50O12 (wB97M-V/def2-TZVPD, OMol25).

XYZ file:
```
76
C14H50O12 (wB97M-V/def2-TZVPD)
C -0.0440 14.4506 -2.3274
C -0.8436 13.2775 -1.6911
O -2.0000 13.4324 -1.4282
C -0.0912 12.0331 -1.3195
H 0.7511 14.8409 -1.6922
H -0.8141 15.1865 -2.5587
H 0.4260 14.1296 -3.2571
H -0.7725 11.3700 -0.7864
H 0.7254 12.2370 -0.6269
H 0.2393 11.5228 -2.2242
C 4.5075 18.0811 -5.7558
O 4.9316 16.7428 -5.8991
H 5.3595 18.6168 -5.3372
H 4.4156 18.6395 -6.6874
H 3.6425 18.2791 -5.1228
H 5.8324 16.7173 -6.2301
C 3.8019 15.1106 -2.9716
O 4.6479 14.6972 -4.0093
H 2.7551 15.0291 -3.2644
H 3.8993 14.5122 -2.0658
H 4.0002 16.1575 -2.7421
H 4.8191 15.4689 -4.5541
C -0.1628 21.6319 -5.1969
O -0.8270 20.4452 -5.7466
H 0.2265 22.3056 -5.9602
H -0.7538 22.1279 -4.4270
H 0.7090 21.3312 -4.6158
H -1.7376 20.6712 -5.9501
C -2.7890 20.0663 -2.8850
O -3.9968 19.8869 -3.5649
H -1.9767 19.6118 -3.4522
H -2.5766 21.1342 -2.8346
H -2.8777 19.7190 -1.8556
H -4.6662 20.3277 -3.0365
C -2.3460 13.9028 -5.1413
O -3.3314 13.6292 -6.1068
H -1.9036 14.8677 -5.3889
H -2.9016 13.9141 -4.2037
H -1.5834 13.1247 -5.1076
H -3.8757 12.9014 -5.7973
C -3.0735 17.5196 -5.8432
O -2.6691 17.6854 -7.1652
H -2.2857 17.5228 -5.0900
H -3.8510 18.2358 -5.5774
H -3.4506 16.5031 -5.7307
H -1.8541 17.2068 -7.3331
C 2.3064 14.3820 -6.6915
O 1.0786 14.2593 -6.0192
H 2.5954 15.4325 -6.6598
H 3.0816 13.9101 -6.0878
H 2.1977 13.9985 -7.7060
H 0.9216 13.3247 -5.8656
C 3.5717 20.6647 -3.0554
O 3.0575 19.4162 -2.7648
H 4.5581 20.8291 -2.6218
H 3.6572 20.9136 -4.1132
H 2.9539 21.4339 -2.5920
H 2.2361 19.2330 -3.2267
C 0.9286 17.5486 -4.6724
O 0.8330 18.8536 -4.1288
H -0.0303 17.0376 -4.5852
H 1.1985 17.4794 -5.7262
H 1.6274 16.9287 -4.1107
H 0.2608 19.3951 -4.6775
C 2.1543 20.2626 -7.2188
O 3.0722 21.0454 -7.9539
H 2.0920 20.5969 -6.1832
H 1.1428 20.2983 -7.6234
H 2.4478 19.2163 -7.1337
H 3.5481 21.5715 -7.3072
C -1.0013 15.3276 -8.8025
O -0.5778 15.7597 -7.5220
H -0.1720 15.0565 -9.4558
H -1.6893 14.4830 -8.8412
H -1.5131 16.1741 -9.2603
H 0.0510 15.1268 -7.1676
```

Values from the calculation:
- Charge: +1
- Kohn-Sham gap (alpha / beta): 6.25 / 2.15 eV
- Spin multiplicity: 2
- Highest occupied orbital energy (alpha / beta): -11.48 / -11.46 eV
- Total energy: -39884.119 eV



[2]
# C11H22N2O2

A single C11H22N2O2 molecule (wB97M-V/def2-TZVPD, OMol25).

XYZ file:
```
37
C11H22N2O2 (wB97M-V/def2-TZVPD)
C -2.9304 -0.8125 0.7051
C -2.3595 0.2694 -0.2040
C -2.6731 -0.0435 -1.6452
C -3.0128 1.6857 0.1166
C -0.9214 0.5541 0.1736
O -0.5323 1.6454 0.5163
N -0.0969 -0.5718 0.1527
O -0.6456 -1.8170 0.1483
C 1.3321 -0.4524 0.4424
C 2.0434 -1.7853 0.3451
C 1.5240 -0.0797 1.9030
C 2.1391 0.5531 -0.5505
C 1.8500 0.1294 -1.9989
C 3.3327 1.1636 0.0446
N 2.1726 1.9623 -0.2081
H -2.7598 -1.8047 0.3318
H -2.3350 -0.8500 1.6245
H -4.0786 -0.7408 0.9203
H -3.5613 0.4781 -2.0030
H -3.0179 -1.1571 -1.8537
H -1.7828 -0.0432 -2.3183
H -3.1019 1.9103 1.2247
H -4.0829 1.5789 -0.2157
H -2.4466 2.4388 -0.3393
H -0.1617 -2.3662 0.7929
H 2.0045 -2.4310 1.2213
H 3.2466 -1.5475 0.2054
H 1.7582 -2.4744 -0.5520
H 2.3907 -0.4867 2.4498
H 0.6056 -0.4434 2.5319
H 1.4152 1.0012 1.9732
H 1.8992 1.0313 -2.6488
H 0.8045 -0.1511 -1.9766
H 2.4752 -0.6391 -2.3756
H 4.2035 1.2534 -0.6159
H 3.5531 0.8810 1.0259
H 1.7501 2.1617 0.6561
```

Values from the calculation:
- Charge: 0
- SMILES: CC(C)(C)C(=O)N(O)C(C)(C)[C@]1(C)CN1
- Kohn-Sham gap: 9.42 eV
- Highest occupied orbital energy: -8.92 eV
- Total energy: -18834.702 eV



[3]
# C5H14N3

A gas-phase ion, C5H14N3 (charge +1) (wB97M-V/def2-TZVPD, OMol25).

XYZ file:
```
22
C5H14N3 (wB97M-V/def2-TZVPD)
H 0.7057 -3.2341 2.4407
N -0.2995 -3.0899 2.3921
C -0.7099 -1.9977 1.9226
N 0.0066 -0.9698 1.3271
C -0.6541 0.3363 1.2351
C 0.1636 1.2785 0.3713
C 0.0503 1.1037 -1.1489
C -0.6485 -0.1572 -1.6718
N 1.4398 1.1053 -1.8164
H -1.7923 -1.8500 1.9338
H 0.9746 -0.8490 1.5774
H -1.6579 0.1900 0.8414
H -0.7232 0.7484 2.2333
H -0.1982 2.2655 0.5908
H 1.2050 1.3080 0.7215
H -0.4772 1.9204 -1.6034
H -1.4758 -0.4158 -1.0110
H -0.0425 -1.0704 -1.6824
H -1.0982 0.0103 -2.6457
H 1.7304 0.1433 -1.9714
H 2.1477 1.6476 -1.3213
H 1.3534 1.5765 -2.7148
```

Values from the calculation:
- Charge: +1
- SMILES: [H]/N=C\NCC[C@H](C)[NH3+]
- Kohn-Sham gap: 8.61 eV
- Highest occupied orbital energy: -12.33 eV
- Total energy: -9875.174 eV



[4]
# C26H59BF3O25S6

7 unconnected molecules or ions with the total composition C26H59BF3O25S6 (wB97M-V/def2-TZVPD, OMol25).

XYZ file:
```
120
C26H59BF3O25S6 (wB97M-V/def2-TZVPD)
C -6.9057 2.7666 5.1081
B -5.8433 1.6997 4.4482
O -5.7947 0.3116 5.0152
C -4.7709 2.0660 3.2110
C -4.3931 0.5796 2.5425
O -3.4793 0.7337 1.3818
O -2.5095 -0.1428 1.6196
O -3.4972 2.6078 3.7082
C -3.5982 4.0221 4.0966
O -3.3390 5.0240 3.2124
C -3.9706 4.5564 5.6372
C -3.5106 3.5046 6.8112
C -1.8814 3.3929 7.0191
F -1.1998 4.7158 7.0956
F -1.2300 2.4495 6.0538
F -1.6817 2.7610 8.3770
C -5.4620 2.9283 1.9929
O -6.8178 3.0169 1.8979
O -4.7168 3.6137 0.8997
H -7.2560 3.6287 4.3989
H -6.5180 3.2898 6.0997
H -7.8672 2.1318 5.4180
H -4.9099 0.2657 5.5196
H -3.8669 -0.1321 3.3078
H -5.3783 0.0891 2.1146
H -1.9219 0.3648 2.2835
H -3.3000 5.5320 5.7879
H -5.0905 4.8963 5.6876
H -3.9417 3.9310 7.8383
H -3.9664 2.4269 6.6996
O 0.2619 -0.9442 2.6195
S 1.0557 -1.7775 3.5004
O 2.4285 -2.1178 3.2053
O 0.2309 -3.1460 3.8165
C -0.1937 -3.9521 2.7280
C 0.9655 -4.7123 2.1090
C 0.9959 -1.0891 5.1357
H -0.7138 -3.3445 1.9786
H -0.9198 -4.6704 3.1211
H 1.6802 -4.0298 1.6398
H 0.6111 -5.4051 1.3407
H 1.5104 -5.2748 2.8736
H -0.0405 -0.8590 5.3905
H 1.5942 -0.1733 5.1359
H 1.4217 -1.8086 5.8378
O -3.0174 -1.6643 -5.0360
S -2.8192 -2.3676 -3.7844
O -3.9137 -2.6686 -2.8907
O -1.6419 -1.6217 -2.9414
C -1.7883 -0.2420 -2.6417
C -2.8130 -0.0132 -1.5452
C -1.9449 -3.8766 -4.1160
H -2.0426 0.3237 -3.5454
H -0.8141 0.1198 -2.2983
H -3.8164 -0.2962 -1.8766
H -2.8423 1.0402 -1.2529
H -2.5798 -0.6217 -0.6658
H -1.0912 -3.6622 -4.7619
H -2.6346 -4.5596 -4.6207
H -1.6203 -4.3124 -3.1691
O 2.4362 6.1364 2.5668
S 2.4435 4.7909 2.0283
O 2.4813 4.5323 0.6074
O 1.2081 3.9547 2.6823
C -0.1088 4.4665 2.5452
C -0.6381 4.2786 1.1347
C 3.7653 3.8838 2.7910
H -0.1459 5.5201 2.8448
H -0.7460 3.9110 3.2404
H -0.0703 4.8773 0.4165
H -1.6865 4.5825 1.0683
H -0.5489 3.2326 0.8251
H 3.7302 4.0385 3.8711
H 4.7087 4.2641 2.3883
H 3.6574 2.8262 2.5427
O 5.7812 5.1813 0.2554
S 5.7269 5.2462 -1.1914
O 6.6145 4.4728 -2.0289
O 5.7963 6.8069 -1.6521
C 6.8980 7.5943 -1.2266
C 8.1641 7.2423 -1.9869
C 4.0593 4.9266 -1.7095
H 7.0460 7.4974 -0.1450
H 6.6441 8.6403 -1.4249
H 8.4922 6.2241 -1.7583
H 8.9786 7.9230 -1.7238
H 7.9921 7.2913 -3.0668
H 3.3753 5.5312 -1.1107
H 3.8569 3.8633 -1.5505
H 3.9670 5.1654 -2.7708
O 1.8113 -7.7354 0.5364
S 2.5698 -7.8778 -0.6903
O 2.4457 -9.0398 -1.5398
O 4.1466 -7.6287 -0.3670
C 4.7738 -8.4300 0.6227
C 5.0286 -9.8404 0.1219
C 2.3078 -6.4329 -1.6880
H 4.1807 -8.4384 1.5443
H 5.7327 -7.9591 0.8606
H 4.0894 -10.3711 -0.0593
H 5.6022 -10.4160 0.8537
H 5.5762 -9.8204 -0.8257
H 2.4337 -5.5421 -1.0695
H 1.2871 -6.4764 -2.0793
H 3.0209 -6.4402 -2.5147
O -1.7104 -3.0867 -11.5421
S -1.5122 -3.7899 -10.2905
O -2.6067 -4.0909 -9.3968
O -0.3349 -3.0441 -9.4475
C -0.4813 -1.6643 -9.1478
C -1.5061 -1.4355 -8.0513
C -0.6379 -5.2990 -10.6221
H -0.7356 -1.0987 -10.0515
H 0.4929 -1.3025 -8.8044
H -2.5094 -1.7186 -8.3827
H -1.5353 -0.3821 -7.7590
H -1.2728 -2.0441 -7.1719
H 0.2158 -5.0846 -11.2681
H -1.3276 -5.9819 -11.1268
H -0.3133 -5.7348 -9.6752
```

Values from the calculation:
- Charge: -1
- Kohn-Sham gap: 5.90 eV
- Highest occupied orbital energy: -4.47 eV
- Total energy: -152936.655 eV



Question: What is the total energy in the third record?
Answer: -9875.174 eV